Here is a gas-phase ion, C7H10N3 (charge +1) from OMol25. Energies are from wB97M-V/def2-TZVPD.

Each line ends with the natural charge from an NBO analysis.
Atoms and positions in Å:
C (-1.36, 0.30, -2.32)  -0.065
C (-0.17, 0.65, -1.76)  -0.346
C (-2.41, -0.37, -1.61)  -0.065
C (0.16, 0.32, -0.43)  0.504
C (-0.70, -1.14, 1.44)  -0.267
C (0.59, -0.31, 1.82)  -0.201
C (2.34, 0.93, 0.48)  -0.431
N (-2.26, -0.70, -0.36)  -0.091
N (-1.22, -0.45, 0.33)  -0.124
N (1.09, 0.27, 0.50)  -0.361
H (-1.50, 0.68, -3.31)  0.251
H (0.66, 0.87, -2.40)  0.252
H (-3.40, -0.64, -1.97)  0.246
H (-0.32, -2.21, 1.28)  0.236
H (-1.50, -1.18, 2.30)  0.274
H (0.45, 0.65, 2.40)  0.232
H (1.50, -0.89, 2.16)  0.246
H (2.78, 0.60, -0.48)  0.232
H (2.35, 2.03, 0.54)  0.237
H (2.92, 0.59, 1.38)  0.239

## Properties
E_tot = -436.64679 hartree
E_HOMO (alpha / beta) = -0.478 / -0.478 Ha
molar mass = 136.18 g/mol
frontier orbital gap (alpha / beta) = 0.30055 / 0.30057 Eh
charge = +1


Here is 7 unconnected molecules or ions with the total composition C32H77BrF2O13P2Si from OMol25. Energies are from wB97M-V/def2-TZVPD.

Each line ends with the Mulliken charge.
Atoms and positions in Å:
C (-2.15, 1.45, 1.84)  0.061
C (-1.57, 2.48, 1.64)  -0.666
C (-0.87, 3.57, 0.92)  -1.028
P (0.45, 2.96, -0.28)  1.587
F (1.28, 4.19, -1.20)  -0.471
C (0.84, 1.15, -0.65)  -0.836
C (1.44, 0.27, 0.46)  -0.275
F (0.72, 0.29, 1.63)  -0.298
P (2.07, 3.17, 1.23)  -0.012
O (3.44, 2.86, 0.34)  -0.420
Br (2.28, 5.34, 1.81)  -0.245
Si (-1.03, 2.94, -2.05)  0.344
C (-2.79, 2.49, -1.53)  -1.152
C (-1.12, 4.73, -2.70)  -1.095
C (-0.42, 1.90, -3.51)  -1.077
H (-2.84, 0.67, 2.08)  0.500
H (-1.58, 4.19, 0.37)  0.296
H (-0.45, 4.22, 1.71)  0.537
H (-0.11, 0.68, -0.92)  0.460
H (1.53, 1.13, -1.50)  0.272
H (1.36, -0.77, 0.10)  0.005
H (2.51, 0.42, 0.62)  0.382
H (3.57, 3.59, -0.29)  0.301
H (-3.38, 2.42, -2.46)  0.346
H (-2.88, 1.59, -0.92)  0.344
H (-3.23, 3.32, -0.97)  0.277
H (-0.17, 4.92, -3.22)  0.225
H (-1.90, 4.84, -3.46)  0.381
H (-1.22, 5.47, -1.90)  0.308
H (-1.02, 2.18, -4.38)  0.372
H (0.66, 1.96, -3.70)  0.206
H (-0.69, 0.85, -3.30)  0.319
C (-9.07, 3.36, 0.22)  -0.675
O (-8.86, 3.26, -1.18)  -0.371
C (-7.89, 4.18, -1.66)  -0.693
C (-6.55, 3.50, -1.87)  -0.392
O (-5.98, 3.07, -0.64)  -0.315
C (-6.16, 1.68, -0.42)  -0.838
H (-9.62, 2.48, 0.54)  0.245
H (-8.13, 3.41, 0.77)  0.273
H (-9.67, 4.25, 0.45)  0.326
H (-7.79, 5.03, -0.98)  0.351
H (-8.25, 4.55, -2.62)  0.388
H (-5.85, 4.23, -2.30)  0.340
H (-6.63, 2.67, -2.57)  0.384
H (-5.46, 1.11, -1.05)  0.327
H (-7.18, 1.36, -0.63)  0.426
H (-5.94, 1.47, 0.62)  0.232
C (1.61, -3.91, 0.15)  -0.427
O (1.62, -3.59, -1.23)  -0.397
C (2.92, -3.26, -1.70)  -0.293
C (3.56, -4.43, -2.43)  -0.802
O (3.81, -5.52, -1.55)  -0.345
C (2.83, -6.54, -1.65)  -0.464
H (0.65, -4.39, 0.38)  -0.098
H (2.41, -4.60, 0.42)  0.361
H (1.69, -2.99, 0.74)  0.353
H (3.56, -2.93, -0.88)  0.352
H (2.81, -2.43, -2.41)  0.380
H (4.52, -4.11, -2.83)  0.406
H (2.93, -4.75, -3.27)  0.357
H (3.00, -7.13, -2.56)  0.342
H (1.82, -6.14, -1.65)  0.297
H (2.95, -7.20, -0.78)  -0.005
C (4.81, 1.93, -2.61)  -0.220
O (4.26, 2.17, -3.90)  -0.400
C (3.84, 3.51, -4.08)  0.033
C (4.85, 4.32, -4.86)  -0.811
O (6.06, 4.48, -4.13)  -0.384
C (7.08, 3.59, -4.56)  -0.718
H (5.34, 0.98, -2.64)  0.347
H (5.52, 2.71, -2.31)  0.365
H (4.01, 1.87, -1.87)  -0.281
H (3.62, 3.98, -3.11)  0.144
H (2.90, 3.48, -4.64)  0.310
H (4.45, 5.32, -5.02)  0.404
H (5.04, 3.87, -5.84)  0.370
H (7.51, 3.93, -5.51)  0.327
H (6.71, 2.57, -4.68)  0.310
H (7.87, 3.59, -3.81)  0.244
C (2.39, -11.02, 3.50)  -0.689
O (3.37, -11.80, 2.84)  -0.377
C (2.99, -12.17, 1.53)  -0.504
C (3.65, -11.28, 0.48)  -0.547
O (3.18, -9.94, 0.57)  -0.298
C (4.09, -9.09, 1.25)  -0.849
H (2.85, -10.57, 4.38)  0.250
H (2.00, -10.23, 2.87)  0.277
H (1.56, -11.67, 3.83)  0.323
H (1.90, -12.16, 1.42)  0.326
H (3.33, -13.20, 1.37)  0.373
H (3.37, -11.65, -0.51)  0.366
H (4.74, -11.32, 0.57)  0.359
H (4.93, -8.85, 0.59)  0.308
H (4.47, -9.54, 2.17)  0.460
H (3.57, -8.17, 1.50)  0.207
C (-3.74, -5.42, 4.47)  -0.739
O (-2.75, -6.20, 3.82)  -0.371
C (-3.12, -6.56, 2.49)  -0.580
C (-2.45, -5.67, 1.46)  -0.296
O (-2.90, -4.33, 1.55)  -0.389
C (-1.99, -3.49, 2.24)  -0.488
H (-3.28, -4.98, 5.36)  0.247
H (-4.11, -4.62, 3.84)  0.329
H (-4.57, -6.06, 4.79)  0.318
H (-4.21, -6.53, 2.37)  0.325
H (-2.80, -7.59, 2.34)  0.387
H (-2.72, -6.03, 0.46)  0.394
H (-1.36, -5.73, 1.56)  0.158
H (-1.14, -3.25, 1.60)  0.156
H (-1.63, -3.95, 3.17)  0.333
H (-2.51, -2.56, 2.50)  0.220
C (-1.43, 10.80, 3.46)  -0.706
O (-0.05, 10.47, 3.52)  -0.375
C (0.22, 9.35, 4.35)  -0.686
C (0.42, 8.09, 3.54)  -0.314
O (-0.77, 7.70, 2.87)  -0.373
C (-0.78, 8.06, 1.50)  -0.615
H (-1.58, 11.48, 2.63)  0.244
H (-2.05, 9.92, 3.31)  0.301
H (-1.73, 11.30, 4.39)  0.325
H (-0.58, 9.21, 5.09)  0.349
H (1.14, 9.57, 4.90)  0.375
H (0.69, 7.28, 4.22)  0.363
H (1.24, 8.22, 2.82)  0.301
H (-0.13, 7.39, 0.92)  0.174
H (-0.45, 9.09, 1.35)  0.379
H (-1.80, 7.97, 1.13)  0.256

## Properties
E_tot = -5989.19126 hartree
E_HOMO = -0.292 Ha
molar mass = 877.89 g/mol
frontier orbital gap = 0.30648 Eh


Here is 3 unconnected molecules or ions with the total composition C7H17NO2 from OMol25. Energies are from wB97M-V/def2-TZVPD.

Each line ends with the natural charge from an NBO analysis.
Atoms and positions in Å:
C (-1.69, -0.32, 2.02)  -0.232
C (-2.45, 0.50, 0.96)  -0.392
C (-2.43, -0.15, -0.50)  -0.448
C (2.02, 1.44, -1.87)  -0.441
C (0.99, 0.58, -2.10)  -0.190
C (-0.36, 0.77, -1.67)  -0.283
C (-1.02, -0.16, -0.96)  -0.120
N (-1.28, 0.57, 3.12)  -0.809
H (-2.33, -1.14, 2.35)  0.190
H (-0.85, -0.88, 1.60)  0.197
H (-2.01, 1.50, 0.87)  0.187
H (-3.48, 0.73, 1.19)  0.201
H (-2.79, -1.18, -0.38)  0.210
H (-3.21, 0.38, -1.07)  0.218
H (1.78, 2.34, -1.32)  0.197
H (2.94, 1.19, -2.36)  0.217
H (1.36, -0.30, -2.63)  0.207
H (-0.82, 1.73, -1.87)  0.213
H (-0.48, -1.00, -0.54)  0.195
H (-0.74, 1.32, 2.71)  0.344
H (-2.10, 1.06, 3.44)  0.343
H (2.25, 0.48, 0.17)  0.479
H (2.84, 0.64, 1.55)  0.471
O (2.39, 0.00, 0.99)  -0.957
H (1.99, -2.68, -1.41)  0.464
H (2.88, -2.06, -0.28)  0.489
O (2.81, -2.78, -0.94)  -0.952

## Properties
E_tot = -482.07742 hartree
E_HOMO = -0.332 Ha
molar mass = 147.22 g/mol
frontier orbital gap = 0.35225 Eh


Here is a molecular structure, C3H4CuMgO4 from OMol25. Energies are from wB97M-V/def2-TZVPD.

Each line ends with the natural charge from an NBO analysis.
Atoms and positions in Å:
O (-0.85, 1.20, 0.25)  -0.499
C (0.25, 0.40, -0.05)  1.036
C (-2.09, 0.84, 0.00)  0.558
O (1.20, 1.08, -0.47)  -0.977
O (0.10, -0.81, -0.05)  -0.707
C (-3.07, 0.41, 0.83)  -0.510
Mg (2.30, 2.60, -0.34)  1.958
H (-4.06, 0.86, 0.74)  0.298
H (-2.76, 0.33, 1.88)  0.275
Cu (0.89, -2.83, 0.66)  0.992
O (-2.41, 0.43, -1.31)  -0.626
H (-2.70, 1.17, -1.89)  0.570
H (-3.38, -0.10, -1.00)  0.631

## Properties
E_tot = -2256.97795 hartree
E_HOMO = -0.770 Ha
molar mass = 191.91 g/mol
frontier orbital gap = 0.23971 Eh
charge = +3


Number 1: maximum force 6.9 eV/Å. Number 2: maximum force 2.1 eV/Å. Number 3: maximum force 3.0 eV/Å. Number 4: maximum force 4.3 eV/Å.